Entry 1:
A structure of composition C32H78F6N6O10Sr. Source: the OMol25 dataset; level of theory: ωB97M-V/def2-TZVPD.

Cartesian coordinates (Å):
Sr1 -0.95611 -3.14325 -2.62535
C1 -1.06392 -0.28927 0.04682
O1 -0.50755 0.76567 -0.71771
O2 -1.19174 -1.38143 -0.77468
C2 -0.30288 -0.31121 1.43188
F1 -0.45001 -1.51337 1.96372
F2 0.99447 -0.17750 1.28629
F3 -0.73901 0.57657 2.30153
C3 -0.91819 2.08302 -0.64131
C4 -0.17031 2.83790 -1.74085
H1 0.91157 2.90806 -1.62808
H2 -0.27785 2.28080 -2.67153
H3 -0.61022 3.80122 -1.99892
H4 -0.58892 2.46177 0.32628
H5 -1.99501 2.25143 -0.65545
H6 -2.01861 0.13199 0.36179
C5 -3.13083 -5.65875 -2.30170
O3 -2.91027 -4.71828 -1.26139
O4 -2.77749 -4.93200 -3.45941
C6 -2.53278 -7.08903 -1.87519
F4 -1.56245 -7.11646 -0.91292
F5 -3.48526 -7.97143 -1.53917
F6 -1.75951 -7.57933 -2.82109
C7 -3.92484 -4.70506 -0.26177
C8 -3.49469 -3.65944 0.80737
H7 -2.54552 -3.78791 1.32763
H8 -3.35745 -2.66923 0.37290
H9 -4.31914 -3.56016 1.51343
H10 -4.28832 -5.64260 0.15895
H11 -4.88848 -4.35203 -0.62902
H12 -4.17885 -5.91265 -2.46075
C9 3.56837 4.59703 -1.29059
C10 4.71269 5.66916 -0.93792
C11 6.09270 5.15047 -0.49498
O5 5.88595 4.28966 0.69864
C12 7.12088 4.07893 1.31719
N1 4.91542 6.59493 -2.04783
H13 3.09731 4.27913 -0.36045
H14 3.99684 3.80768 -1.90820
H15 2.69481 5.01424 -1.79152
H16 4.43541 6.24248 -0.05332
H17 6.67095 6.00111 -0.13422
H18 6.52773 4.58114 -1.31639
H19 6.97273 3.35562 2.11905
H20 7.53815 4.96669 1.79244
H21 7.82917 3.47774 0.74711
H22 4.62453 6.08676 -2.87078
H23 4.25240 7.35675 -2.03616
C13 -2.09407 -0.92786 9.38689
C14 -2.50023 -1.91914 8.32075
C15 -1.90251 -1.49835 6.93833
O6 -2.38303 -0.20935 6.63610
C16 -2.00475 0.25717 5.36170
N2 -2.09082 -3.22710 8.72906
H24 -1.08574 -1.23125 9.66854
H25 -2.55718 -1.09770 10.35889
H26 -2.18032 0.11546 9.08333
H27 -3.58996 -1.90175 8.30363
H28 -2.28761 -2.24717 6.24618
H29 -0.82076 -1.60350 6.85559
H30 -0.92249 0.20015 5.24515
H31 -2.14187 1.32922 5.22031
H32 -2.51451 -0.13058 4.47972
H33 -2.58172 -3.61850 9.52022
H34 -2.40340 -3.81924 7.97291
C17 -5.95661 0.78472 -0.41594
C18 -5.77954 -0.61402 0.17980
C19 -7.12661 -1.26850 0.42090
O7 -6.86925 -2.46820 1.08036
C20 -7.95841 -3.13567 1.67277
N3 -4.93140 -1.40024 -0.71424
H35 -5.01772 1.33842 -0.41233
H36 -6.55828 1.41498 0.23894
H37 -6.44042 0.65651 -1.38423
H38 -5.27673 -0.51263 1.14158
H39 -7.62647 -1.45945 -0.52872
H40 -7.81666 -0.62021 0.96094
H41 -8.79199 -3.38068 1.01459
H42 -8.28132 -2.52450 2.51556
H43 -7.61255 -4.07337 2.10774
H44 -4.90768 -2.32220 -0.30251
H45 -4.03572 -0.98158 -0.50788
C21 1.22799 0.53447 -4.83665
C22 1.11054 -0.83546 -4.15412
C23 1.94020 -0.81465 -2.81170
O8 1.94716 -2.09412 -2.17991
C24 2.80785 -2.14124 -0.99916
N4 -0.25465 -0.98553 -3.84975
H46 2.28415 0.67990 -5.06352
H47 0.81345 1.36370 -4.26339
H48 0.64594 0.47548 -5.75635
H49 1.48757 -1.68217 -4.72774
H50 1.58026 0.01746 -2.20659
H51 2.96031 -0.49925 -3.03080
H52 3.82401 -2.21859 -1.38585
H53 2.60783 -3.06745 -0.46043
H54 2.64536 -1.29270 -0.33456
H55 -0.43904 -0.22766 -3.20808
H56 -0.87347 -0.79002 -4.62366
C25 3.07788 8.32914 -5.77264
C26 4.30413 7.41168 -5.84818
C27 3.64676 5.98683 -5.85172
O9 3.02200 5.70941 -4.56769
C28 2.42470 4.47585 -4.43712
N5 5.12673 7.69013 -7.03527
H57 2.40468 8.10501 -6.60008
H58 3.44545 9.35419 -5.82025
H59 2.80647 8.27446 -4.71839
H60 4.97052 7.43580 -4.98595
H61 4.50904 5.32199 -5.90238
H62 2.97909 5.81275 -6.69553
H63 1.61629 4.52228 -3.70746
H64 3.16016 3.80717 -3.98982
H65 1.99985 3.92380 -5.27548
H66 4.56590 7.43736 -7.83632
H67 5.83147 6.97048 -7.10980
C29 1.69252 -6.33065 1.78923
C30 0.71308 -5.20361 2.17257
C31 1.25820 -4.15386 3.22889
O10 2.55133 -3.61940 2.72985
C32 3.13958 -2.57464 3.38089
N6 0.57827 -4.38203 1.01693
H68 2.74041 -6.09179 1.60762
H69 1.39048 -6.73906 0.82483
H70 1.75598 -7.08096 2.57733
H71 -0.25091 -5.65817 2.40103
H72 1.54602 -4.68907 4.13376
H73 0.47840 -3.41979 3.43177
H74 4.22069 -2.64787 3.26282
H75 3.00185 -2.55759 4.46202
H76 2.70828 -1.60984 3.11400
H77 -0.06469 -3.65160 1.28742
H78 1.48601 -3.96215 0.87622

The molar mass comes out at 908.6 g mol⁻¹. For the orbital gap, the calculation gives 8.07 eV. The energy relative to the best compared isomer or geometry (same formula, charge and spin) comes out at 105.6 kcal per mole. As for the HOMO energy: -8.283 eV. The total charge is 0.


Entry 2:
A cluster of 2 separate species, C5H11NO2 in total. Source: the OMol25 dataset; level of theory: ωB97M-V/def2-TZVPD.

Cartesian coordinates (Å):
C1 2.12313 0.57365 0.17760
O1 3.40368 0.01580 -0.06753
C2 1.24894 -0.23412 1.00630
C3 -0.21929 -0.35416 0.44008
C4 -0.19902 -0.09450 -1.09238
C5 -1.53812 -0.53120 -1.70609
N1 -2.68620 -0.22456 -1.31107
O2 -2.65536 0.37852 1.37255
H1 2.21969 1.63007 0.42561
H2 -3.32279 0.89954 1.83270
H3 3.76429 0.83538 0.32743
H4 1.25067 -0.10496 2.08749
H5 1.63476 -1.28611 0.95913
H6 -0.76605 -1.27705 0.64927
H7 -0.85302 0.47185 0.81311
H8 0.66400 -0.61876 -1.54895
H9 -0.02916 0.95104 -1.42491
H10 -2.70407 0.08315 -0.30941
H11 -1.33606 -1.11358 -2.63094

The molar mass comes out at 117.1 g mol⁻¹. For the orbital gap, the calculation gives 3.38 eV. The energy relative to the best compared isomer or geometry (same formula, charge and spin) comes out at 203.3 kcal per mole. As for the HOMO energy: -7.182 eV. The total charge is 0.


Entry 3:
A cluster of 8 separate species, C28H77N8O10 in total. Source: the OMol25 dataset; level of theory: ωB97M-V/def2-TZVPD.

Cartesian coordinates (Å):
N1 -0.19158 -0.98660 0.53428
O1 -0.95863 -1.87854 0.80317
O2 -0.23283 -0.59229 -0.71684
O3 0.14766 -0.25632 1.47700
C1 -2.38974 2.78440 5.60859
C2 -1.14009 3.02542 4.83262
C3 -0.05931 3.63834 5.71883
O4 -0.47177 5.06155 5.99694
C4 0.40255 5.68343 6.91742
N2 -0.60409 1.74672 4.16755
H1 -3.24932 2.30598 4.90711
H2 -2.81693 3.82547 6.13349
H3 -2.44938 1.87305 6.21542
H4 -1.46242 3.64879 4.03129
H5 0.93155 3.66420 5.23768
H6 0.12763 3.18613 6.79229
H7 1.47497 5.98934 6.55396
H8 0.45914 5.24411 7.70142
H9 0.04539 6.69219 7.20069
H10 0.34247 1.76386 3.60485
H11 -1.41983 1.54813 3.41769
C5 0.72958 1.85156 -4.28636
C6 1.51744 0.48590 -4.04525
C7 2.11601 -0.11148 -5.43602
O5 0.95402 -0.06954 -6.28339
C8 1.47453 -0.37211 -7.55621
N3 2.66102 0.65488 -3.07954
H12 -0.03742 1.76676 -5.15644
H13 1.43626 2.80626 -4.33685
H14 0.25944 2.19271 -3.36188
H15 0.79863 -0.18641 -3.59979
H16 2.59519 -1.20871 -5.35929
H17 2.79434 0.48495 -5.62636
H18 2.06827 0.25833 -8.09115
H19 0.68425 -0.52605 -8.27073
H20 1.87485 -1.34011 -7.48694
H21 2.07711 0.52090 -2.20125
H22 3.29141 0.05247 -3.17625
C9 -4.51850 2.16593 2.02532
C10 -3.48937 0.85791 1.99486
C11 -4.01979 -0.13103 1.01832
O6 -5.34023 -0.38211 1.45021
C12 -5.92247 -1.13844 0.46974
N4 -2.14174 1.27186 1.59601
H23 -4.04119 3.01587 2.56231
H24 -5.38738 1.86186 2.35079
H25 -4.56287 2.74710 1.03081
H26 -3.73283 0.49476 2.91199
H27 -3.20685 -0.92862 1.09176
H28 -3.64668 0.19650 -0.02952
H29 -6.98827 -1.32461 0.84513
H30 -5.38887 -2.14729 0.41526
H31 -5.76956 -0.61354 -0.61091
H32 -2.02922 1.63004 0.60871
H33 -1.42428 0.34289 1.61624
C13 -3.83611 -0.95543 -2.63154
C14 -2.72441 -1.67366 -3.40944
C15 -2.03562 -0.69771 -4.40449
O7 -2.96591 -0.34066 -5.40246
C16 -2.45929 0.70628 -6.14001
N5 -1.69537 -2.38237 -2.65284
H34 -4.07987 -1.70107 -1.92701
H35 -4.49495 -0.53588 -3.39336
H36 -3.25047 -0.20802 -2.18469
H37 -3.12453 -2.42231 -3.81968
H38 -1.20825 -1.36591 -4.94235
H39 -1.43120 -0.05703 -4.06066
H40 -3.31280 1.12770 -6.69661
H41 -1.53142 0.48630 -6.66466
H42 -2.11977 1.54762 -5.64448
H43 -1.01933 -2.69854 -2.97993
H44 -1.29621 -1.73539 -1.96656
C17 1.12527 -3.72987 4.05195
C18 2.11802 -2.61162 4.36350
C19 3.27883 -2.63718 3.32489
O8 4.00821 -3.82906 3.49736
C20 5.11174 -3.93739 2.58029
N6 1.30560 -1.33589 4.16834
H45 1.61455 -4.76462 4.05156
H46 0.98516 -3.91071 3.04291
H47 0.04240 -3.82258 4.73541
H48 2.52284 -2.56836 5.37260
H49 4.12308 -1.86539 3.47578
H50 3.05641 -2.46828 2.24227
H51 5.80952 -4.84965 2.67606
H52 5.91697 -3.11588 2.74434
H53 4.84237 -3.68097 1.50962
H54 0.91235 -1.06714 3.28903
H55 2.15760 -0.55659 4.10938
C21 2.41885 -4.46471 -0.04088
C22 1.49733 -3.83931 -1.09969
C23 1.67515 -4.44420 -2.39816
O9 2.93843 -4.03302 -2.99612
C24 3.64573 -4.96373 -3.77527
N7 0.02023 -4.08478 -0.61234
H56 2.13375 -5.72826 0.05115
H57 2.34561 -4.00610 0.86365
H58 3.52817 -4.44808 -0.32975
H59 1.72334 -2.72417 -1.26891
H60 0.88108 -4.43538 -3.09373
H61 1.87830 -5.60611 -2.23539
H62 3.94981 -6.10022 -3.47812
H63 4.50502 -4.41966 -4.07590
H64 3.18399 -5.08140 -4.82192
H65 -0.52461 -3.82507 -1.38561
H66 -0.25853 -3.28643 -0.00531
C25 2.23514 4.52610 1.79879
C26 1.14415 3.53352 1.62153
C27 0.67130 3.45955 0.10272
O10 -0.03971 4.57909 -0.07133
C28 -0.38897 4.83079 -1.42850
N8 1.61704 2.23287 2.02404
H67 2.52049 4.46275 2.89627
H68 2.13581 5.60223 1.64211
H69 2.88845 4.29945 1.07421
H70 0.38882 3.92209 2.30635
H71 -0.27228 2.84930 -0.04192
H72 1.48842 3.10866 -0.37546
H73 -1.10792 4.15488 -1.69812
H74 0.47567 4.99901 -2.11666
H75 -0.86759 5.81954 -1.54392
H76 0.92099 1.70187 1.75538
H77 2.13281 1.91947 1.31350

The molar mass comes out at 686.0 g mol⁻¹. For the orbital gap, the calculation gives 7.90 eV. The energy relative to the best compared isomer or geometry (same formula, charge and spin) comes out at 463.4 kcal per mole. As for the HOMO energy: -5.674 eV. The total charge is -1.


Entry 4:
A cluster of 2 separate species, C2H6N3S2 in total. Source: the OMol25 dataset; level of theory: ωB97M-V/def2-TZVPD.

Cartesian coordinates (Å):
C1 -3.69188 -0.63212 0.66770
C2 -3.71581 1.75369 0.11821
N1 -4.13481 0.54778 0.07329
N2 -3.87439 -1.86056 0.40357
N3 7.72070 -1.06941 -0.92262
S1 -3.71207 -3.40629 0.72608
S2 -2.02073 2.23417 0.14823
H1 -3.07276 -0.60773 1.57934
H2 -4.51282 2.50328 0.06115
H3 7.33966 -0.31034 -0.41066
H4 7.32279 -1.69669 -1.61940
H5 8.71479 -0.95903 -1.17889
H6 -2.36269 3.50326 0.35400

The molar mass comes out at 136.2 g mol⁻¹. For the orbital gap (spin up / spin down), the calculation gives 3.19 / 3.39 eV. The energy relative to the best compared isomer or geometry (same formula, charge and spin) comes out at 107.7 kcal per mole. As for the HOMO energy (spin up / spin down): -10.717 / -10.717 eV. The total charge is +1.


Entry 5:
A structure of composition C5H9NO2S. Source: the OMol25 dataset; level of theory: ωB97M-V/def2-TZVPD.

Cartesian coordinates (Å):
C1 0.01477 0.71464 -0.09197
C2 -0.71623 -0.45043 0.24177
C3 -2.08670 -0.49927 0.09201
C4 -2.76806 -1.71732 0.61211
C5 1.90455 2.09010 -0.47307
N1 1.28630 0.89264 0.04565
O1 3.62790 -0.41172 0.78652
O2 2.68710 -0.90573 -1.41361
S1 2.52571 -0.93133 0.03698
H1 -0.57522 1.56879 -0.51249
H2 -0.10754 -1.33538 0.54281
H3 -2.73669 0.29110 -0.30826
H4 -3.78631 -1.58634 1.04559
H5 -2.28023 -2.29649 1.41680
H6 -3.12510 -2.36801 -0.17666
H7 2.24216 1.85572 -1.55501
H8 1.09748 2.79127 -0.45488
H9 2.79608 2.29777 0.16570

The molar mass comes out at 147.2 g mol⁻¹. For the orbital gap, the calculation gives 9.06 eV. The energy relative to the best compared isomer or geometry (same formula, charge and spin) comes out at 55.3 kcal per mole. As for the HOMO energy: -9.407 eV. The total charge is 0.


Entry 6:
A cluster of 8 separate species, C27H29N8O17 in total. Source: the OMol25 dataset; level of theory: ωB97M-V/def2-TZVPD.

Cartesian coordinates (Å):
N1 2.16924 0.91390 -1.84942
O1 3.03507 1.57232 -1.26797
O2 2.02344 0.97574 -3.00644
O3 1.34344 0.33347 -1.13384
C1 4.75540 -1.22212 1.96589
N2 6.14969 -0.79405 2.35081
O4 6.51932 0.30115 2.05400
O5 6.79900 -1.53342 3.08570
H1 4.80316 -1.36912 0.88691
H2 4.09418 -0.37894 2.16574
H3 4.41936 -2.11737 2.48904
C2 1.95688 7.99550 -2.43914
N3 1.94118 6.58902 -1.91413
O6 0.87889 6.17264 -1.39900
O7 2.98531 5.96316 -2.00817
H4 2.88223 8.39743 -2.02652
H5 1.00390 8.37528 -2.07075
H6 1.97823 8.00145 -3.52891
C3 -2.70140 2.50145 -0.18458
N4 -3.05502 2.85588 1.23446
O8 -4.13371 3.33420 1.47584
O9 -2.16166 2.87059 2.08280
H7 -3.63092 2.70277 -0.71710
H8 -2.43990 1.44474 -0.23985
H9 -1.83214 3.09114 -0.47570
C4 1.22936 8.17703 4.33611
C5 0.64446 6.96393 4.60772
C6 1.22632 5.77829 4.10576
C7 2.50628 5.84638 3.44172
C8 3.13030 7.07690 3.32579
C9 2.50368 8.19489 3.74709
N5 3.03792 4.56133 2.90936
O10 2.50021 3.55850 3.33142
O11 4.13085 4.58386 2.28684
H10 0.81631 9.14673 4.57169
H11 -0.34404 6.83778 5.02407
H12 0.70530 4.85639 4.31798
H13 4.08116 7.09487 2.81400
H14 2.93605 9.12341 3.40459
C10 -4.50534 -3.31053 -3.70996
C11 -3.26592 -2.85393 -3.25674
C12 -2.63494 -1.85717 -4.03500
C13 -3.20901 -1.36403 -5.13919
C14 -4.46638 -1.88447 -5.54053
C15 -5.13413 -2.78740 -4.79544
N6 -2.49916 -0.31595 -5.89636
O12 -3.20947 0.42660 -6.56228
O13 -1.24265 -0.37635 -5.91217
H15 -4.90699 -4.16337 -3.18296
H16 -2.84276 -3.37143 -2.40848
H17 -1.65631 -1.54426 -3.70218
H18 -4.91077 -1.55587 -6.46839
H19 -6.09457 -3.18465 -5.08892
C16 -0.73239 -2.36064 2.93299
C17 -1.70810 -2.69564 2.00512
C18 -2.57305 -3.67499 2.28480
C19 -2.57346 -4.29623 3.55630
C20 -1.68507 -3.84779 4.55537
C21 -0.68253 -2.93186 4.16980
N7 -3.53648 -5.34891 3.94443
O14 -3.24504 -6.08799 4.82586
O15 -4.60957 -5.16286 3.43322
H20 -0.01716 -1.57065 2.75762
H21 -1.65072 -2.25067 1.02272
H22 -3.18619 -3.96496 1.44434
H23 -1.57002 -4.25893 5.54740
H24 0.06463 -2.62605 4.88719
C22 0.71960 -6.33018 -0.29281
C23 0.17731 -7.11966 -1.31540
C24 0.15342 -6.68863 -2.64513
C25 0.69960 -5.44037 -2.93607
C26 1.37390 -4.65860 -1.95002
C27 1.28614 -5.12255 -0.67387
N8 0.57704 -4.82064 -4.32277
O16 -0.28623 -5.38422 -5.03219
O17 1.19242 -3.81645 -4.62243
H25 0.69177 -6.64272 0.74060
H26 -0.28131 -8.04662 -1.00425
H27 -0.35497 -7.23142 -3.42828
H28 1.76588 -3.66617 -2.11688
H29 1.68162 -4.58794 0.17713

The molar mass comes out at 737.6 g mol⁻¹. For the orbital gap, the calculation gives 5.33 eV. As for the HOMO energy: -4.112 eV. The total charge is -1.


Entry 7:
A structure of composition C2H2B2F8O7V. Source: the OMol25 dataset; level of theory: ωB97M-V/def2-TZVPD.

Cartesian coordinates (Å):
O1 1.78449 -0.46933 -1.27120
V1 0.46939 -0.46992 -0.42720
B1 -0.37390 -2.56665 1.20378
F1 0.51501 -2.56656 0.14182
F2 -1.17564 -3.65362 1.07673
F3 0.23117 -2.46678 2.43023
F4 -1.08975 -1.44363 0.90663
B2 -0.30520 2.20768 -0.00705
F5 -1.03602 3.16434 -0.59609
F6 0.73015 1.99330 -0.84259
F7 0.13776 2.53452 1.26462
F8 -1.02544 1.06274 0.01347
O2 -2.34574 -0.81075 -3.77825
C1 -1.63649 -0.18310 -2.86269
O3 -1.68560 1.05013 -2.80333
O4 -0.77983 -0.75550 -2.18179
H1 -2.82619 -0.11285 -4.22959
O5 2.16456 1.65590 2.71037
C2 2.18499 0.36795 2.48803
O6 1.59648 -0.14709 1.52858
O7 2.98234 -0.33220 3.13844
H2 1.48339 1.94152 2.09715

The molar mass comes out at 362.6 g mol⁻¹. For the orbital gap (spin up / spin down), the calculation gives 3.09 / 5.90 eV. As for the HOMO energy (spin up / spin down): 4.299 / 1.477 eV. As for the expectation value of S²: 2.020. As for the spin multiplicity: 3. The total charge is -3.